1.
One molecule with the formula C6H4N6 at a distorted geometry. Source: OMol25; level of theory: ωB97M-V/def2-TZVPD.

ORCA input file:
```
! wB97M-V def2-TZVPD RIJCOSX def2/J DEFGRID3
* xyz 0 1
N 3.4972 -0.1352 0.9513
C 2.5497 -0.0533 0.2725
C 1.3965 0.0138 -0.5618
N 1.3762 0.2145 -1.8981
N 0.2015 0.2465 -2.4110
C -0.6598 0.2151 -1.3500
N -1.9789 0.3647 -1.4294
C -2.5436 0.2890 -0.2470
N -1.9661 -0.1334 0.8933
C -0.6179 -0.2937 0.9911
N -0.0853 -0.7749 2.1914
C 0.0721 0.0342 -0.1596
H 2.2083 0.3739 -2.4824
H -3.6438 0.6992 -0.1540
H 0.9441 -0.5614 2.3736
H -0.7502 -0.4989 3.0203
*
```

The calculation puts the HOMO energy at -9.026 eV. The max |F| is 3.0 eV/Å. Its total energy is -559.5549 Ha. As for the energy relative to the best compared isomer or geometry (same formula, charge and spin): 51.0 kJ/mol. The calculation puts the gap between HOMO and LUMO at 8.477 eV.

2.
One molecule with the formula C20H21Br2N3O2. Source: OMol25; level of theory: ωB97M-V/def2-TZVPD.

ORCA input file:
```
! wB97M-V def2-TZVPD RIJCOSX def2/J DEFGRID3
* xyz 0 1
O 3.6994 -0.2157 -1.7820
C 2.9162 -0.5791 -0.9194
N 1.5820 -0.6124 -1.1278
C 1.0187 -0.0914 -2.3502
C 0.7704 1.4267 -2.2509
N -0.0352 1.7028 -1.0820
C -1.3589 2.2378 -1.2804
C -2.1110 2.1465 0.0719
N -1.4047 1.2117 0.9226
C -1.4938 -0.1265 0.7019
O -0.5874 -0.9055 0.9564
C -2.8058 -0.6329 0.2033
C -2.8249 -1.4957 -0.8865
C -4.0178 -2.0274 -1.3402
C -5.1917 -1.7070 -0.6791
Br -6.8409 -2.4330 -1.2955
C -5.1897 -0.8722 0.4271
C -3.9937 -0.3348 0.8647
C -0.1115 1.7389 1.3203
C 0.6093 2.2914 0.0672
C 3.3983 -1.0340 0.4230
C 4.7645 -0.8979 0.6655
C 5.3201 -1.2834 1.8689
C 4.4923 -1.8154 2.8428
Br 5.2356 -2.3502 4.5140
C 3.1334 -1.9665 2.6257
C 2.5860 -1.5771 1.4159
H 0.9425 -0.7636 -0.3600
H 1.7260 -0.2904 -3.1585
H 0.0778 -0.6100 -2.5453
H 1.7375 1.9337 -2.1853
H 0.2687 1.7715 -3.1593
H -1.8650 1.6274 -2.0325
H -1.3507 3.2863 -1.6306
H -2.1165 3.1134 0.5800
H -3.1409 1.8295 -0.0824
H -1.8979 -1.7500 -1.3776
H -4.0363 -2.6895 -2.1920
H -6.1124 -0.6486 0.9399
H -3.9794 0.3051 1.7346
H -0.2674 2.5216 2.0669
H 0.4535 0.9229 1.7713
H 1.6608 2.0074 0.0833
H 0.5495 3.3937 0.0479
H 5.3816 -0.4837 -0.1177
H 6.3785 -1.1751 2.0498
H 2.5050 -2.3876 3.3956
H 1.5257 -1.7111 1.2745
*
```

The calculation puts the HOMO energy at -8.728 eV. The max |F| is 0.5 eV/Å. Its total energy is -6237.5447 Ha. As for the energy relative to the best compared isomer or geometry (same formula, charge and spin): 0.0 kJ/mol. The calculation puts the gap between HOMO and LUMO at 9.090 eV.

3.
One molecule with the formula C17H17N5O2 at a distorted geometry. Source: OMol25; level of theory: ωB97M-V/def2-TZVPD.

ORCA input file:
```
! wB97M-V def2-TZVPD RIJCOSX def2/J DEFGRID3
* xyz 0 1
C 4.7349 1.8216 0.3674
C 3.2971 2.0484 0.0227
O 3.0751 1.6407 -1.3274
C 2.3566 0.4272 -1.4455
C 0.8568 0.5230 -1.2487
N 0.3494 -0.0735 -0.1910
C -1.0074 -0.2532 -0.0326
C -1.8468 0.1824 -1.0035
C -3.1867 -0.2070 -0.6767
C -4.3998 -0.1980 -1.5395
N -3.1646 -0.7371 0.5151
N -1.8750 -0.7745 0.9623
C -1.4759 -1.4356 2.1601
C -2.5051 -2.0693 2.9472
C -2.1749 -2.8067 4.1048
C -0.8504 -2.8775 4.5594
C 0.1574 -2.2456 3.7965
C -0.1441 -1.5080 2.6336
C -1.3389 0.8613 -2.1408
O -2.0659 1.2846 -3.0533
N 0.0424 1.0951 -2.2284
C 0.5956 1.9208 -3.3463
C 1.0369 1.0365 -4.4263
N 1.4248 0.3425 -5.2646
H 4.8829 1.9745 1.4564
H 5.3554 2.4769 -0.2177
H 5.0090 0.7815 0.1253
H 3.0636 3.1206 0.1258
H 2.6760 1.4234 0.6993
H 2.4917 0.0524 -2.4901
H 2.7578 -0.3906 -0.8124
H -4.2615 -0.9222 -2.3459
H -4.5712 0.8212 -1.9600
H -5.2666 -0.5406 -0.9344
H -3.5317 -1.9700 2.5904
H -2.9882 -3.2972 4.6613
H -0.6412 -3.3929 5.4979
H 1.2148 -2.2362 4.1184
H 0.6277 -1.0208 2.0977
H 1.4650 2.5149 -3.0133
H -0.1752 2.6070 -3.7430
*
```

The calculation puts the HOMO energy at -8.547 eV. The max |F| is 3.4 eV/Å. Its total energy is -1082.2392 Ha. As for the energy relative to the best compared isomer or geometry (same formula, charge and spin): 91.6 kJ/mol. The calculation puts the gap between HOMO and LUMO at 8.467 eV.

4.
A 5-piece molecular cluster, C8H24FO8 overall at a distorted geometry. Source: OMol25; level of theory: ωB97M-V/def2-TZVPD.

ORCA input file:
```
! wB97M-V def2-TZVPD RIJCOSX def2/J DEFGRID3
* xyz -1 1
F 0.4599 22.2733 17.9252
C 1.7980 24.9669 19.7254
C 1.9666 25.6050 18.3464
O 0.9623 25.2230 17.3865
O 2.1471 23.5855 19.6318
H 0.7879 25.1377 20.1124
H 2.5092 25.3747 20.4456
H 2.8959 25.3263 17.8471
H 1.8405 26.6777 18.5439
H 0.8766 24.2556 17.4872
H 1.5043 23.1348 19.0569
C 1.5545 20.9961 14.8576
C 0.5771 19.9915 15.4641
O -0.5933 20.6142 15.9846
O 2.2117 21.7818 15.8332
H 1.0499 21.6314 14.1231
H 2.3548 20.4250 14.3782
H 1.0587 19.4796 16.3063
H 0.2465 19.2637 14.7208
H -0.2828 21.2132 16.6937
H 1.5941 22.0241 16.5492
C -2.2504 24.4451 17.0780
C -1.8320 23.8533 15.7491
O -2.2530 24.7416 14.7057
O -1.9950 23.5932 18.1881
H -3.3320 24.6147 17.1509
H -1.7855 25.4306 17.2068
H -2.2901 22.8671 15.6410
H -0.7487 23.7686 15.6932
H -3.2117 24.7314 14.6614
H -1.1172 23.1775 18.0788
C 1.6023 19.5166 20.0675
C 0.1076 19.4964 19.8282
O -0.5082 20.7782 19.9834
O 2.3840 19.8681 18.9612
H 1.8446 18.4706 20.3126
H 1.8322 20.0142 21.0168
H -0.3693 18.9217 20.6296
H -0.1620 19.0981 18.8430
H -0.1138 21.4020 19.3302
H 2.0917 20.7105 18.5881
*
```

The calculation puts the HOMO energy at -6.601 eV. The max |F| is 1.7 eV/Å. Its total energy is -1021.0531 Ha. As for the energy relative to the best compared isomer or geometry (same formula, charge and spin): 15.8 kJ/mol. The calculation puts the gap between HOMO and LUMO at 9.837 eV.

5.
One molecule with the formula C2H2O2S2 at a distorted geometry. Source: OMol25; level of theory: ωB97M-V/def2-TZVPD.

ORCA input file:
```
! wB97M-V def2-TZVPD RIJCOSX def2/J DEFGRID3
* xyz 0 1
C 0.6920 -0.7535 -0.0176
C -0.6659 -0.7475 -0.0311
O 3.2518 -0.4054 -0.0807
O -3.2839 -0.3890 0.0740
S 2.4758 -1.5982 0.0677
S -2.4759 -1.6042 -0.0572
H 1.0196 0.1997 0.1672
H -0.9704 0.1970 0.1980
*
```

The calculation puts the HOMO energy (alpha / beta) at -9.188 / -9.313 eV. The max |F| is 4.7 eV/Å. Its total energy is -1024.0808 Ha. As for the energy relative to the best compared isomer or geometry (same formula, charge and spin): 477.4 kJ/mol. The calculation puts the gap between HOMO and LUMO (alpha / beta) at 7.622 / 7.826 eV.